w | Density functional theory data (the ωB97M-V functional and the def2-TZVPD basis) for a cluster of 7 separate species, C5H22NO8 in total.

```
36
C5H22NO8 the ωB97M-V functional and the def2-TZVPD basis
C -0.457 -0.831 3.220
C -0.341 0.137 2.077
N -0.489 -0.290 0.815
C -0.502 0.754 -0.229
C -0.281 -1.677 0.402
C 1.199 -1.905 0.063
O 1.619 -1.114 -0.975
O -0.137 1.333 2.327
H -1.497 -0.915 3.556
H -0.066 -1.833 3.034
H 0.061 -0.430 4.087
H -1.099 1.560 0.202
H -0.941 0.299 -1.110
H 0.480 1.160 -0.414
H -0.602 -2.329 1.195
H -0.903 -1.896 -0.471
H 1.387 -2.998 -0.038
H 1.766 -1.655 0.993
H -1.400 -1.707 -2.751
H -2.147 -3.009 -2.855
O -2.302 -2.081 -2.641
H 2.622 1.986 0.942
H 1.395 2.146 1.825
O 2.221 2.605 1.566
H 3.254 1.228 -1.565
H 3.075 -0.298 -1.193
O 3.735 0.438 -1.299
H -3.396 -0.487 -0.377
H -3.781 -1.196 -1.674
O -4.121 -0.577 -1.004
H 0.691 -1.410 -2.167
H 0.933 -0.902 -3.605
O 0.249 -1.336 -3.087
H -0.160 4.576 1.266
H -0.091 3.283 0.421
O -0.497 4.156 0.461
```

Computed properties:
Multiplicity: 1
Lowest unoccupied orbital energy in eV: 3.114
Total charge: -1

---

x | Density functional theory data (the ωB97M-V functional and the def2-TZVPD basis) for a cluster of 7 separate species, C5H22NO8 in total.

```
36
C5H22NO8 the ωB97M-V functional and the def2-TZVPD basis
C -0.721 1.329 1.644
N 0.469 2.218 1.625
C 0.955 2.685 0.407
O 2.050 3.179 0.396
C -0.453 -0.026 0.946
C 0.466 -0.964 1.693
C 1.960 -0.765 1.330
O 2.273 -1.206 0.057
H -0.997 1.178 2.664
H -1.576 1.871 1.192
H 1.106 2.156 2.412
H 0.304 2.621 -0.476
H -0.039 0.150 -0.114
H -1.434 -0.505 0.796
H 0.313 -0.896 2.793
H 0.215 -2.016 1.395
H 2.282 0.249 1.360
H 2.568 -1.299 2.029
H -3.918 -0.523 -0.982
H -2.394 0.430 -1.181
O -3.192 -0.355 -0.455
H -2.211 -2.850 0.515
H -2.530 -1.656 -0.433
O -2.115 -2.610 -0.345
H 2.540 1.551 -1.181
H 2.478 0.053 -1.033
O 2.474 0.805 -1.704
H 1.538 -1.704 -0.394
H -0.569 -2.462 -0.958
O 0.352 -2.362 -1.333
H -0.476 0.312 -2.506
H -1.536 1.812 -1.013
O -1.719 1.191 -1.696
H 1.018 0.264 -2.542
H 0.265 -1.672 -2.034
O 0.252 -0.185 -2.874
```

Computed properties:
Multiplicity: 1
Lowest unoccupied orbital energy in eV: 3.144
Total charge: -1

---

y | Density functional theory data (the ωB97M-V functional and the def2-TZVPD basis) for a cluster of 7 separate species, C5H22NO8 in total.

```
36
C5H22NO8 the ωB97M-V functional and the def2-TZVPD basis
N 5.149 -0.393 0.097
C 4.056 -0.566 -0.906
C 3.163 0.671 -0.937
C 2.074 0.681 0.169
C 0.883 -0.134 -0.292
C -0.304 0.125 0.580
O -0.342 0.855 1.469
O -1.483 -0.550 0.254
H 5.208 0.552 0.461
H 5.119 -1.082 0.839
H 3.408 -1.368 -0.556
H 2.670 0.822 -1.893
H 3.763 1.568 -0.762
H 2.461 0.326 1.114
H 1.751 1.715 0.284
H 1.159 -1.187 -0.252
H 0.646 0.057 -1.330
H -1.358 -1.508 0.309
O -1.214 -2.272 2.585
H -1.900 -2.341 3.257
H -1.214 -1.334 2.354
O 3.340 -3.851 0.026
H 3.449 -4.410 0.803
H 3.559 -4.420 -0.719
O 1.828 -0.593 -3.501
H 1.342 -0.991 -4.231
H 2.653 -1.102 -3.436
O -4.555 -0.092 0.636
H -3.768 -0.646 0.579
H -4.201 0.805 0.600
O -5.997 2.380 -0.559
H -6.915 2.631 -0.712
H -6.053 1.481 -0.209
O -6.383 4.921 1.523
H -5.488 5.180 1.277
H -6.506 4.073 1.080
```

Computed properties:
Multiplicity: 1
Lowest unoccupied orbital energy in eV: 2.202
Total charge: -1

---

Preferred: w; penalty for the next structure: 1.4 kcal/mol.

---

w | Density functional theory data (the ωB97M-V functional and the def2-TZVPD basis) for the molecule C3H4N2OS.

```
11
C3H4N2OS the ωB97M-V functional and the def2-TZVPD basis
C 0.093 -0.637 -0.494
C -0.314 1.561 0.886
C -1.522 0.813 0.760
N -0.333 0.578 -0.096
N 1.882 -1.988 -1.410
O 0.192 2.537 1.354
S 1.678 -0.766 -0.529
H -0.483 -1.560 -0.842
H -1.865 0.293 1.575
H -2.222 1.499 0.387
H 2.894 -2.331 -1.592
```

Computed properties:
Multiplicity: 1
Lowest unoccupied orbital energy (spin up / spin down) in eV: -0.107 / -0.106
Total charge: 0

---

x | Density functional theory data (the ωB97M-V functional and the def2-TZVPD basis) for the molecule C3H4N2OS.

```
11
C3H4N2OS the ωB97M-V functional and the def2-TZVPD basis
C 0.731 1.152 0.054
C -0.646 1.282 -0.095
C 0.524 -1.067 0.439
N 1.254 0.007 0.241
N -1.390 0.140 -0.099
O 0.964 -2.238 -0.135
S -2.880 -0.263 -0.028
H 1.382 1.871 -0.149
H -1.072 2.228 -0.476
H -0.349 -1.146 1.147
H 1.482 -1.967 -0.899
```

Computed properties:
Multiplicity: 1
Lowest unoccupied orbital energy in eV: -1.147
Total charge: 0
Structure (SMILES): O/C=N/C=C\N=S

---

Preferred: x; penalty for the next structure: 40.4 kcal/mol.

---

w | Density functional theory data (the ωB97M-V functional and the def2-TZVPD basis) for the molecule C3H4N2OS.

```
11
C3H4N2OS the ωB97M-V functional and the def2-TZVPD basis
C 0.586 0.600 0.812
C -0.274 1.418 0.133
C 0.256 -0.751 1.131
N -0.771 -1.489 0.851
N -1.568 -1.838 -1.626
O -1.516 0.978 -0.105
S -1.967 -0.840 -0.104
H 1.616 0.872 1.062
H -0.094 2.482 -0.144
H 1.158 -1.177 1.520
H -2.203 -1.478 -2.342
```

Computed properties:
Multiplicity: 1
Lowest unoccupied orbital energy (spin up / spin down) in eV: -0.344 / -0.344
Total charge: 0

---

x | Density functional theory data (the ωB97M-V functional and the def2-TZVPD basis) for a cluster of 2 separate species, C3H4N2OS in total.

```
11
C3H4N2OS the ωB97M-V functional and the def2-TZVPD basis
C -0.872 -1.413 0.459
C 1.395 1.906 0.199
C -0.089 -0.697 -0.554
N -1.949 -0.805 0.845
N -0.707 0.578 -0.862
O 1.906 0.893 0.654
S -1.989 0.765 0.063
H -0.586 -2.448 0.870
H 1.939 2.927 -0.050
H 0.797 -0.532 -0.074
H 0.156 -1.173 -1.551
```

Computed properties:
Multiplicity: 1
Lowest unoccupied orbital energy (spin up / spin down) in eV: -0.245 / -0.130
Total charge: 0

---

y | Density functional theory data (the ωB97M-V functional and the def2-TZVPD basis) for the molecule C3H4N2OS.

```
11
C3H4N2OS the ωB97M-V functional and the def2-TZVPD basis
C 0.302 -1.614 -1.304
C 0.416 0.208 0.281
C -1.160 1.704 0.971
H -0.746 -1.219 -1.818
H 1.781 -1.356 -0.075
H 1.109 0.655 1.095
H -2.089 1.571 1.622
N 0.939 -0.867 -0.359
N -0.776 0.590 0.186
O 0.760 -2.834 -1.458
S -0.536 3.163 0.858
```

Computed properties:
Multiplicity: 1
Lowest unoccupied orbital energy in eV: -0.444
Total charge: 0
Structure (SMILES): O=CN/C=N/C=S

---

z | Density functional theory data (the ωB97M-V functional and the def2-TZVPD basis) for the molecule C3H4N2OS.

```
11
C3H4N2OS the ωB97M-V functional and the def2-TZVPD basis
C 2.055 1.596 0.378
C 2.213 -0.923 -0.045
C -0.611 -0.713 0.085
N 0.860 1.179 0.507
N 0.655 -0.028 0.181
O 2.241 -2.074 -0.066
S 3.227 0.420 -0.180
H 2.487 2.577 0.503
H -1.148 -0.464 -0.917
H -0.180 -1.768 0.034
H -1.210 -0.590 1.028
```

Computed properties:
Multiplicity: 1
Lowest unoccupied orbital energy in eV: 0.697
Total charge: 0
Structure (SMILES): Cn1ncsc1=O

---

Preferred: y; penalty for the next structure: 13.6 kcal/mol.

---

w | Density functional theory data (the ωB97M-V functional and the def2-TZVPD basis) for the molecule C3H4N2OS.

```
11
C3H4N2OS the ωB97M-V functional and the def2-TZVPD basis
C -0.718 -0.773 -0.666
C -1.854 0.027 -0.267
C 0.293 -0.344 0.307
N -1.516 0.908 0.676
N -0.276 0.630 1.002
O 1.587 -0.778 0.352
S 2.934 0.167 0.037
H -0.784 -1.664 -1.209
H -2.791 0.133 -0.810
H 0.370 1.071 1.775
H 2.755 0.623 -1.198
```

Computed properties:
Multiplicity: 1
Lowest unoccupied orbital energy in eV: 0.188
Total charge: 0
Structure (SMILES): SOc1ccn[nH]1

---

x | Density functional theory data (the ωB97M-V functional and the def2-TZVPD basis) for the molecule C3H4N2OS.

```
11
C3H4N2OS the ωB97M-V functional and the def2-TZVPD basis
C 0.783 -1.369 1.337
C -0.145 -0.190 -0.664
C -0.683 2.114 -0.730
H 0.854 -2.433 1.599
H 0.186 -2.171 -0.390
H -0.465 -0.437 -1.689
H -0.541 3.007 -0.110
N 0.293 -1.306 0.062
N -0.209 0.920 -0.089
O -1.201 2.147 -1.821
S 1.128 -0.282 2.495
```

Computed properties:
Multiplicity: 1
Lowest unoccupied orbital energy in eV: -0.551
Total charge: 0
Structure (SMILES): O=C/N=C/NC=S

---

y | Density functional theory data (the ωB97M-V functional and the def2-TZVPD basis) for the molecule C3H4N2OS.

```
11
C3H4N2OS the ωB97M-V functional and the def2-TZVPD basis
C -1.465 1.179 0.012
C -1.819 -0.088 0.507
C 1.181 -0.367 0.115
N -0.383 1.843 -0.144
N 2.345 -0.964 0.240
O -2.181 -1.137 -0.113
S 1.200 1.317 -0.111
H -2.362 1.817 0.014
H 2.363 -1.965 0.365
H 3.251 -0.507 0.214
H -2.129 -1.129 -1.099
```

Computed properties:
Multiplicity: 1
Lowest unoccupied orbital energy in eV: 0.304
Total charge: 0

---

Preferred: x; penalty for the next structure: 33.4 kcal/mol.

---

w | Density functional theory data (the ωB97M-V functional and the def2-TZVPD basis) for a structure of composition C3H4N2OS.

```
11
C3H4N2OS the ωB97M-V functional and the def2-TZVPD basis
C 0.173 2.612 0.418
C 0.978 -2.035 0.295
C -0.941 1.864 0.114
N 1.116 3.233 0.596
N -1.655 1.532 -0.846
O -2.502 1.025 -1.437
S 0.290 -0.203 -0.006
H 1.251 -2.192 1.296
H 1.785 -2.093 -0.446
H 0.339 -2.904 0.026
H -0.834 -0.839 -0.010
```

Computed properties:
Multiplicity: 1
Lowest unoccupied orbital energy (spin up / spin down) in eV: -0.688 / -0.689
Total charge: 0

---

x | Density functional theory data (the ωB97M-V functional and the def2-TZVPD basis) for a structure of composition C3H4N2OS.

```
11
C3H4N2OS the ωB97M-V functional and the def2-TZVPD basis
C 2.135 -0.091 -0.240
C 0.025 0.779 -0.003
C -1.471 0.603 0.170
H 2.550 -2.034 0.769
H 2.499 1.067 -1.016
H 0.351 -1.352 0.096
H -2.006 1.469 1.016
N 2.946 -1.054 0.129
N 0.828 -0.361 0.047
O 0.439 1.941 0.015
S -2.341 -0.783 -0.111
```

Computed properties:
Multiplicity: 1
Lowest unoccupied orbital energy in eV: -1.754
Total charge: 0

---

y | Density functional theory data (the ωB97M-V functional and the def2-TZVPD basis) for the molecule C3H4N2OS.

```
11
C3H4N2OS the ωB97M-V functional and the def2-TZVPD basis
C -1.076 -0.447 -0.033
C -0.785 0.895 0.015
C 1.046 -0.196 -0.068
H -2.853 -0.379 -0.182
H -1.391 1.756 0.083
H 1.136 1.937 0.235
H 2.663 -1.871 0.204
N 0.593 1.047 -0.135
N 0.115 -1.161 -0.135
O -2.226 -1.080 0.031
S 2.776 -0.501 -0.014
```

Computed properties:
Multiplicity: 1
Lowest unoccupied orbital energy in eV: 0.633
Total charge: 0
Structure (SMILES): Oc1c[nH]c(S)n1

---

Preferred: y; penalty for the next structure: 86.8 kcal/mol.